1.
DFT (the ωB97M-V functional and the def2-TZVPD basis) results for C10H13BiNO2 as an isolated structure.

Geometry as ORCA input:
```
! RIJCOSX wB97M-V def2-TZVPD def2/J DEFGRID3
* xyz -1 1
C 0.4043 2.1261 -1.5991
C 1.7400 1.6353 -1.6316
C 2.2167 1.5425 -0.2926
C 1.1511 1.9567 0.5855
C 0.0635 2.3778 -0.2444
Bi 0.0172 -0.4371 0.4073
C -0.4710 -2.4940 -2.4069
C -1.7232 -1.9283 -2.8635
C -2.5929 -0.9156 -3.0463
N -1.9114 1.0502 1.1481
H 3.2284 1.2630 0.0357
H 2.2995 1.4128 -2.5529
H 1.1550 1.9886 1.6716
H -0.8992 2.7376 0.1096
H -0.2798 2.2344 -2.4462
H 0.4004 -2.1888 -3.0586
H -2.2321 0.8866 0.1936
H -0.1218 -3.1052 -1.5186
H -2.8488 -0.6678 -4.0387
H -3.0546 -0.3721 -2.1278
C 0.1542 -1.6526 4.5796
C 0.1686 -1.2119 3.1733
O 0.3836 -2.0920 2.2866
O -0.0028 0.0026 2.8388
H 0.9870 -2.3485 4.6322
H -0.7466 -2.1880 4.8657
H 0.2597 -0.8424 5.2835
*
```

Output
E: -21998.836 eV
highest occupied orbital energy (spin up / spin down): -2.6 / -2.7 eV
LUMO energy (spin up / spin down): 0.0941 / 0.0950 hartree
ΔE to the lowest compared entry with this formula, charge and spin: 0.0 kcal per mole
orbital gap (spin up / spin down): 0.1892 / 0.1937 Eh

=====

2.
DFT (the ωB97M-V functional and the def2-TZVPD basis) results for C10H13BrHgN5O5 as an isolated structure.

Geometry as ORCA input:
```
! RIJCOSX wB97M-V def2-TZVPD def2/J DEFGRID3
* xyz -2 2
Hg 1.5055 0.1883 -2.7202
N 0.1001 3.5043 -0.9572
C -0.0469 3.0342 0.4274
C 1.2405 2.4653 1.0076
O 1.8183 3.0389 1.9329
N 1.6554 1.3425 0.3521
C 2.6965 0.6601 0.9031
C 4.2809 1.1892 0.2176
O 5.1210 1.1279 1.1036
O 4.2207 1.4531 -0.9688
H 0.9014 4.1248 -1.0011
H 0.3608 2.7065 -1.5295
H -0.8100 2.2527 0.4463
H -0.3753 3.8574 1.0613
H 2.7489 -0.3784 0.5638
H 2.8595 0.7864 1.9710
N -2.8507 -1.0231 -2.8528
N -2.5332 0.3716 -3.0253
H -2.4831 -1.3427 -1.9619
H -2.2778 -1.5238 -3.5210
H -1.5725 0.5612 -2.7457
H -3.1274 0.8941 -2.3970
Br -1.9994 -3.2844 4.2247
C -1.5318 -2.4142 2.5876
C -1.6815 -1.0416 2.4946
N -1.3601 -0.3764 1.3880
C -0.8882 -1.0799 0.3516
C -0.7367 -2.4636 0.3531
C -1.0601 -3.1457 1.5163
C -0.2750 -3.2482 -0.8982
O -0.1411 -4.4761 -0.7269
O -0.1557 -2.5583 -1.9357
H -2.0675 -0.4664 3.3292
H -0.5998 -0.5156 -0.5279
H -0.9354 -4.2201 1.5373
*
```

Output
E: -102486.822 eV
highest occupied orbital energy (spin up / spin down): -2.1 / -2.9 eV
LUMO energy (spin up / spin down): 0.1486 / 0.1486 hartree
orbital gap (spin up / spin down): 0.2258 / 0.2550 Eh

=====

3.
DFT (the ωB97M-V functional and the def2-TZVPD basis) results for an isolated ion of composition C10H13BrN3 and charge +1.

Geometry as ORCA input:
```
! RIJCOSX wB97M-V def2-TZVPD def2/J DEFGRID3
* xyz 1 3
C 2.9548 -0.5768 0.7727
C 2.2036 0.5685 1.0410
C 2.4426 -1.6694 0.1630
C 0.3824 -0.7794 0.2475
C -0.8893 -0.9707 -0.1034
C 0.7850 0.4642 0.9359
C -0.4674 1.9540 2.2449
C -1.2852 3.1600 2.3980
C -0.5563 -2.1254 -2.8334
C -1.5647 -1.0670 -2.3962
N 1.1881 -1.7452 -0.1301
N 0.0069 1.4506 1.1796
N -1.7574 -1.3411 -0.9565
Br -1.0007 2.3703 -0.7010
H 3.9719 -0.5952 1.0372
H 2.7059 1.3747 1.4581
H 3.0120 -2.4753 -0.0988
H -0.3092 1.6438 3.2392
H -1.0443 3.8748 1.5984
H -0.9529 3.6160 3.3885
H -2.4949 2.9955 2.3108
H 0.1048 -1.6740 -3.5411
H 0.1183 -2.5411 -1.9845
H -1.1124 -2.9741 -3.2731
H -2.4823 -1.2301 -2.9671
H -1.4414 0.0924 -2.4323
H -2.5181 -1.7998 -0.5973
*
```

Output
E: -85081.296 eV
highest occupied orbital energy (spin up / spin down): -11.3 / -13.2 eV
LUMO energy (spin up / spin down): -0.1543 / -0.2162 hartree
ΔE to the lowest compared entry with this formula, charge and spin: 40.5 kcal per mole
orbital gap (spin up / spin down): 0.2597 / 0.2675 Eh

=====

4.
DFT (the ωB97M-V functional and the def2-TZVPD basis) results for C10H13Cl2P as an isolated structure.

Geometry as ORCA input:
```
! RIJCOSX wB97M-V def2-TZVPD def2/J DEFGRID3
* xyz 0 1
C -1.9848 -1.9037 -0.9563
C -0.8825 -1.6147 -0.0774
C -0.7096 -0.4290 0.5404
C 0.5768 0.0498 1.1482
C 1.2255 1.0020 0.1257
C 0.2837 2.1313 -0.2895
C -1.0891 1.5996 -0.7243
C -1.6122 0.7326 0.3961
C -3.4390 0.1500 0.0480
C 0.1374 -2.7188 0.0281
P -3.4639 -1.1595 -1.2592
Cl -4.3471 1.5903 -0.3546
Cl -4.0177 -0.5468 1.5664
H -1.8358 -2.7777 -1.5809
H 0.3673 0.5919 2.0726
H 1.2639 -0.7614 1.3762
H 2.1420 1.4205 0.5493
H 1.5057 0.4213 -0.7551
H 0.1503 2.8272 0.5412
H 0.7296 2.6888 -1.1157
H -1.7706 2.4224 -0.9340
H -0.9846 0.9956 -1.6281
H -1.7727 1.2814 1.3192
H 0.6018 -2.7375 1.0091
H 0.9194 -2.6011 -0.7226
H -0.3370 -3.6794 -0.1447
*
```

Output
E: -44912.933 eV
highest occupied orbital energy: -8.2 eV
LUMO energy: -0.0130 hartree
ΔE to the lowest compared entry with this formula, charge and spin: 0.0 kcal per mole
orbital gap: 0.2881 Eh

=====

5.
DFT (the ωB97M-V functional and the def2-TZVPD basis) results for C10H13ClIrN4O4S as an isolated structure.

Geometry as ORCA input:
```
! RIJCOSX wB97M-V def2-TZVPD def2/J DEFGRID3
* xyz 1 1
Ir -0.0579 0.2726 -0.1141
C 3.9192 3.7237 1.6773
C 4.1150 2.2625 2.0430
N 2.9108 1.6564 2.6291
C 1.8824 1.1331 1.9684
S 2.0674 0.8846 0.2147
N 0.8271 0.7719 2.6557
N -0.1506 0.2166 1.8706
C -1.1982 -0.3100 2.4027
C -1.4530 -0.4026 3.8668
C -2.1718 -0.8587 1.4223
C -3.3650 -1.4382 1.7837
C -4.1912 -1.9557 0.7918
C -3.7910 -1.8956 -0.5276
C -2.5796 -1.3023 -0.8330
N -1.7967 -0.7898 0.1241
H 4.8297 4.1205 1.2282
H 3.6870 4.3229 2.5582
H 3.1071 3.8417 0.9571
H 4.9082 2.1423 2.7784
H 4.4037 1.6753 1.1740
H 2.7328 1.8207 3.6099
H -0.6175 0.0025 4.4246
H -1.6109 -1.4431 4.1573
H -2.3576 0.1536 4.1221
H -3.6437 -1.4900 2.8263
H -5.1373 -2.4086 1.0565
H -4.4067 -2.2899 -1.3230
H -2.2153 -1.2187 -1.8465
O -0.5494 2.6756 -3.1279
Cl -1.0397 1.6457 -2.3075
O -2.2985 1.1272 -2.7043
O -0.0370 0.5010 -2.2228
O -1.0982 2.0653 -0.8593
*
```

Output
E: -50913.791 eV
highest occupied orbital energy (spin up / spin down): -12.1 / -12.2 eV
LUMO energy (spin up / spin down): -0.2175 / -0.2015 hartree
orbital gap (spin up / spin down): 0.2288 / 0.2465 Eh

=====

6.
DFT (the ωB97M-V functional and the def2-TZVPD basis) results for C10H13F3N2OYb as an isolated structure.

Geometry as ORCA input:
```
! RIJCOSX wB97M-V def2-TZVPD def2/J DEFGRID3
* xyz 2 1
N 2.2280 2.7563 0.0559
C 2.1631 1.8216 -0.7881
C 2.6912 0.4138 -0.6082
C 1.9584 -0.3260 0.5388
C 0.4460 -0.0760 0.6102
C 0.0276 -0.9964 -0.5422
C -1.4301 -1.0704 -0.9688
C -1.9793 0.3418 -1.2696
C -2.6893 1.0079 -0.1611
F -3.1949 2.1866 -0.4459
C -2.8150 0.6435 1.1314
F -2.4749 1.3857 2.2098
F -3.4219 -0.5530 1.5763
N 0.6669 -2.2689 -0.1578
C 1.9490 -1.8629 0.3684
O 2.8267 -2.6181 0.6572
H 2.7252 2.4621 0.9009
H 1.6582 2.0518 -1.7297
H 3.7653 0.4578 -0.4260
H 2.5657 -0.1074 -1.5593
H 2.5128 -0.0987 1.4488
H 0.0684 0.9445 0.6446
H 0.1380 -0.6332 1.5109
H 0.5795 -0.7436 -1.4527
H -2.0471 -1.5880 -0.2281
H -1.4609 -1.6014 -1.9182
H -1.1483 1.0279 -1.4909
H -2.6164 0.3047 -2.1548
H 0.1371 -2.7870 0.5357
Yb -3.8291 -0.4751 3.7126
*
```

Output
E: -55268.515 eV
highest occupied orbital energy: -14.3 eV
LUMO energy: -0.3899 hartree
orbital gap: 0.1357 Eh

=====

7.
DFT (the ωB97M-V functional and the def2-TZVPD basis) results for C10H13FeNPS as an isolated structure.

Geometry as ORCA input:
```
! RIJCOSX wB97M-V def2-TZVPD def2/J DEFGRID3
* xyz -1 5
C 0.7968 0.3226 -2.9759
C 0.1586 -0.2315 -4.0714
C -0.2725 -1.5812 -4.1801
C -0.2023 -2.4787 -3.0782
C 0.3989 -2.2121 -1.8549
Fe -0.3426 -0.6132 -1.9396
P -0.0117 1.5958 -0.8089
H 1.0736 1.3822 -3.0720
H 0.0476 0.3547 -4.9914
H -0.5200 -1.9387 -5.1763
H 0.3295 -3.0318 -1.1344
H -0.5925 -3.4771 -3.2920
H -0.9829 2.1627 0.0415
H 0.1180 2.7628 -1.6082
H 1.0995 1.9514 -0.0042
S -0.7307 -0.8494 0.4613
C -0.2393 -0.2261 1.9722
N -1.1920 -0.2502 2.9906
C -1.0728 0.4035 4.1880
C 0.0876 1.1125 4.4537
C 1.1193 1.0857 3.5211
C 0.9919 0.3721 2.3137
H -2.0915 -0.6854 2.7631
H -1.9371 0.3539 4.8434
H 0.1681 1.6857 5.3653
H 2.0259 1.6646 3.7088
H 1.7726 0.3652 1.5649
*
```

Output
E: -66575.730 eV
highest occupied orbital energy (spin up / spin down): -1.6 / -3.6 eV
LUMO energy (spin up / spin down): 0.1237 / 0.1218 hartree
orbital gap (spin up / spin down): 0.1807 / 0.2537 Eh

=====

8.
DFT (the ωB97M-V functional and the def2-TZVPD basis) results for an isolated ion of composition C10H13N2 and charge +1.

Geometry as ORCA input:
```
! RIJCOSX wB97M-V def2-TZVPD def2/J DEFGRID3
* xyz 1 1
C -0.1676 1.2635 -2.5060
C -0.6570 0.1626 -1.7627
C 0.6940 1.9682 -1.7272
C -0.0890 0.3325 -0.5250
C -1.1939 -2.5215 -0.0359
C 0.2146 -2.6199 0.1459
C -1.5514 -1.2661 0.3225
C 0.6344 -1.4802 0.7483
C 1.6548 1.6607 0.6302
C -0.7107 0.2093 1.9384
N 0.8272 1.3437 -0.5845
N -0.3719 -0.4440 0.6735
H -0.4072 1.5439 -3.5801
H -1.2538 -0.5518 -2.1740
H 1.2053 2.8736 -2.0734
H -1.7787 -3.5268 -0.2530
H 0.8300 -3.4496 -0.1693
H -2.5307 -0.7745 0.3280
H 1.6546 -1.0852 0.9991
H 2.2226 2.5585 0.4029
H 0.8955 1.7120 1.4091
H 2.3655 0.9012 0.8919
H -1.0974 1.2351 1.7797
H -1.4522 -0.4342 2.4906
H 0.0632 0.3889 2.6311
*
```

Output
E: -13550.797 eV
highest occupied orbital energy: -12.2 eV
LUMO energy: -0.1462 hartree
ΔE to the lowest compared entry with this formula, charge and spin: 104.6 kcal per mole
structure (SMILES): Cn1cccc1[N+]1(C)C=CC=C1
orbital gap: 0.3004 Eh

=====

9.
DFT (the ωB97M-V functional and the def2-TZVPD basis) results for an isolated ion of composition C10H13N2 and charge +1.

Geometry as ORCA input:
```
! RIJCOSX wB97M-V def2-TZVPD def2/J DEFGRID3
* xyz 1 1
C -0.3826 0.5123 -3.5913
C -1.0932 -0.1605 -2.5418
C 0.8304 0.9046 -3.0841
C -0.3274 -0.1291 -1.4557
C 1.1059 0.9872 1.7441
C 1.1879 0.3182 0.5866
C -0.0645 0.3935 2.5145
C 1.8661 0.7089 -0.7083
C 0.1959 -0.7385 0.5003
C -1.6995 -1.6013 1.9466
N 0.8588 0.4915 -1.7647
N -0.8541 -0.3940 1.5095
H -0.9614 0.5728 -4.5771
H -1.9904 -0.6882 -2.5830
H 1.7035 1.3326 -3.4290
H 1.7425 1.9016 2.0949
H 0.4478 -0.1449 3.3161
H -0.7327 1.0201 3.2622
H 2.2687 1.7838 -0.6205
H 2.6760 -0.0161 -0.8318
H 0.4698 -1.8118 0.4817
H -1.0639 -2.4330 2.1849
H -2.2038 -1.3093 2.8561
H -2.4899 -1.7792 1.1512
H -1.4899 0.2787 1.0387
*
```

Output
E: -13550.043 eV
highest occupied orbital energy: -11.9 eV
LUMO energy: -0.1308 hartree
ΔE to the lowest compared entry with this formula, charge and spin: 122.0 kcal per mole
orbital gap: 0.3047 Eh

=====

Q: Among the records above, which one has the highest E?
A: number 9

=====

Q: Which of these has the lowest E?
A: C10H13BrHgN5O5

=====

Q: Which of these has the highest E?
A: number 9

=====

Q: Number 4 is which compound?
A: C10H13Cl2P